Entry 1:
{"formula": "C4H6N2", "method": "ωB97M-V with the def2-TZVPD basis set", "symbols": ["C", "C", "C", "N", "N", "C", "H", "H", "H", "H", "H", "H"], "positions_angstrom": [[1.072266, 0.773004, 0.102591], [1.217464, -0.797455, 0.031990], [-0.285491, -0.735662, -0.349487], [-1.639878, -0.678871, 0.186921], [-1.571324, 0.740394, 0.153413], [-0.309404, 0.647223, -0.485706], [1.790093, 1.342712, -0.493547], [0.956856, 1.109387, 1.094398], [1.559982, -1.438816, 0.988035], [1.828086, -1.066068, -0.864537], [-2.375792, -1.329051, -0.099350], [-2.242856, 1.433203, -0.264717]], "atomic_forces_ev_per_a": [[1.255, -0.462, -0.828], [0.712, -0.882, 1.148], [-1.782, 1.835, -0.938], [1.289, -1.598, 0.636], [-0.799, 1.775, -0.818], [0.316, -1.957, 0.144], [0.054, 0.112, 0.433], [0.350, 0.508, 1.253], [-0.869, 1.726, -2.187], [-0.490, -0.259, 0.908], [-0.098, 0.973, -0.113], [0.062, -1.770, 0.362]], "nbo_charge": [-0.417, -0.426, 0.074, -0.433, -0.425, -0.014, 0.201, 0.219, 0.231, 0.225, 0.389, 0.376], "gap_ev": 9.10, "spin_multiplicity": 1, "lumo_energy_ev": 0.99, "smiles": "C1Cc2[nH][nH]c21"}

Entry 2:
{"formula": "C5H3N5O4Tb", "method": "ωB97M-V with the def2-TZVPD basis set", "symbols": ["O", "C", "Tb", "O", "C", "C", "O", "C", "O", "N", "N", "N", "C", "N", "N", "H", "H", "H"], "positions_angstrom": [[0.134898, 1.067440, -3.621562], [0.640014, 0.873466, -2.606894], [1.492725, 0.609347, -0.394313], [4.745018, 1.723067, -1.459691], [3.720409, 1.289656, -1.168375], [1.362447, -1.574133, -1.472881], [1.135000, -2.615672, -1.913645], [2.492839, -1.043530, 0.993646], [2.902040, -1.796851, 1.760507], [-3.229014, 1.323307, 1.616529], [-2.198374, 0.504237, 1.212596], [-2.400168, -0.833725, 1.125893], [-1.251427, -1.220850, 0.579736], [-0.417837, -0.210244, 0.326799], [-1.072032, 0.949582, 0.717083], [-3.038897, 2.299520, 1.767970], [-3.985948, 0.897861, 2.132177], [-1.031694, -2.242479, 0.404424]], "atomic_forces_ev_per_a": [[2.174, -0.873, 4.326], [-2.876, 1.175, -6.285], [-1.399, 2.423, 1.622], [-4.396, -1.914, 1.207], [6.234, 2.424, -1.806], [-1.118, -5.846, -2.697], [1.082, 4.639, 1.959], [2.722, -4.488, 4.734], [-1.744, 3.165, -3.343], [1.578, -1.177, -0.879], [-1.518, 1.214, -0.088], [1.388, 1.040, -0.189], [-1.328, 0.051, 0.768], [-1.195, 0.390, 0.384], [-0.208, -1.073, 0.442], [0.463, 0.196, -0.019], [0.055, -0.547, 0.051], [0.086, -0.799, -0.187]], "lowdin_charge": [0.268, -0.019, 1.553, 0.249, 0.010, -0.042, 0.265, -0.024, 0.270, 0.241, -0.176, 0.235, -0.111, -0.234, 0.069, 0.148, 0.158, 0.141], "gap_ev": [6.49, 6.78], "spin_multiplicity": 7, "lumo_energy_ev": [-14.39, -14.11], "charge": 3}

Entry 3:
{"formula": "C4H8O2", "method": "ωB97M-V with the def2-TZVPD basis set", "symbols": ["C", "C", "C", "O", "C", "O", "H", "H", "H", "H", "H", "H", "H", "H"], "positions_angstrom": [[1.483605, -0.049927, -0.509557], [0.513433, -0.223046, 0.683672], [-0.603038, 0.767781, 0.894578], [-0.578482, 1.616769, -0.388976], [-0.873900, -0.630261, 0.492890], [-1.543275, -0.544539, -0.748916], [1.707345, -1.062297, -1.042150], [0.942203, 0.810294, -1.045558], [2.513903, 0.255120, -0.379900], [0.801202, -0.831614, 1.556870], [-0.818417, 1.308761, 1.856101], [-1.150794, 1.132145, -1.086662], [-1.335555, -1.343711, 1.130270], [-1.058234, -1.205479, -1.412664]], "atomic_forces_ev_per_a": [[-0.795, -0.698, -0.836], [2.256, -1.121, 0.422], [1.185, 2.317, -1.682], [-1.896, -0.597, 1.820], [-2.304, 0.908, -1.447], [1.517, -3.837, -2.808], [-1.204, 1.687, 0.403], [1.302, -1.848, -0.161], [0.049, 0.473, 1.120], [0.559, 0.836, -0.194], [0.100, -0.592, -1.413], [1.030, 0.831, 2.075], [-0.144, -0.435, 0.651], [-1.655, 2.075, 2.048]], "nbo_charge": [-0.670, -0.269, 0.058, -0.751, 0.040, -0.718, 0.201, 0.276, 0.224, 0.222, 0.214, 0.502, 0.190, 0.481], "gap_ev": 10.25, "spin_multiplicity": 1, "lumo_energy_ev": 0.65, "smiles": "C[C@H]1[C@@H](O)[C@H]1O"}

Entry 4:
{"formula": "C12H32BrN2O4", "method": "ωB97M-V with the def2-TZVPD basis set", "symbols": ["Br", "C", "O", "C", "C", "N", "H", "H", "C", "C", "O", "C", "H", "H", "H", "H", "H", "H", "H", "H", "H", "H", "H", "H", "H", "H", "C", "O", "C", "C", "N", "H", "H", "C", "C", "O", "C", "H", "H", "H", "H", "H", "H", "H", "H", "H", "H", "H", "H", "H", "H"], "positions_angstrom": [[1.535509, 3.826211, -0.781911], [1.366859, -0.591374, -3.696291], [1.570139, -0.872447, -2.295460], [1.833567, 0.196843, -1.385762], [1.929134, -0.385473, 0.049357], [2.593170, -1.751829, 0.095814], [2.109913, -2.315055, -0.589260], [3.569006, -1.573652, -0.094202], [2.433660, -2.560267, 1.395561], [2.781125, -4.026188, 1.075840], [1.954065, -4.543903, 0.038818], [1.712524, -5.917643, 0.098045], [0.447718, -0.025790, -3.849244], [1.299879, -1.534823, -4.238060], [2.220535, -0.166271, -4.224137], [1.025010, 0.927303, -1.358310], [2.717686, 0.752716, -1.697945], [0.884321, -0.571411, 0.298155], [2.451310, 0.139341, 0.849364], [1.415730, -2.519122, 1.783147], [3.089252, -2.085415, 2.125502], [2.677563, -4.535678, 2.033857], [3.812932, -4.121313, 0.737571], [1.067289, -6.041594, 0.967767], [2.536624, -6.558633, 0.411244], [1.315411, -6.278947, -0.850559], [-3.958328, 5.486930, 1.428929], [-3.288878, 4.252345, 1.414565], [-1.911327, 4.197471, 1.914725], [-1.523491, 2.739897, 2.317211], [-1.110136, 1.950840, 0.990789], [-0.335415, 2.453842, 0.582271], [-0.849986, 1.044048, 1.351539], [-2.208199, 1.702847, -0.006260], [-2.019510, 0.583292, -0.956633], [-1.520922, -0.654382, -0.391901], [-1.348635, -1.692359, -1.387081], [-3.986983, 6.023451, 2.377305], [-4.946218, 5.172899, 1.091925], [-3.390246, 6.188557, 0.818123], [-1.825066, 4.904960, 2.739415], [-1.331352, 4.675690, 1.125394], [-2.356259, 2.164864, 2.722110], [-0.626537, 2.746881, 2.936505], [-2.460467, 2.681857, -0.413698], [-3.050817, 1.482560, 0.649161], [-1.339127, 0.888694, -1.751554], [-2.945749, 0.357354, -1.484936], [-0.484569, -2.339064, -1.234530], [-1.354969, -1.486906, -2.457527], [-2.176746, -2.392157, -1.274745]], "atomic_forces_ev_per_a": [[-0.690, -0.466, 0.414], [0.252, -0.359, 0.473], [0.034, -0.466, -0.345], [0.729, 0.171, -0.071], [-0.623, -0.949, -0.449], [-2.313, 0.144, 1.100], [0.342, -0.314, -0.959], [1.209, -0.379, -0.281], [0.239, -0.214, -1.173], [0.208, 0.649, 0.017], [0.507, 1.136, -0.191], [-0.291, -0.526, 1.293], [0.117, 0.236, -0.059], [-0.468, -0.351, 0.534], [0.149, 0.806, 0.572], [-0.117, 0.094, -0.102], [0.162, -0.036, 0.104], [0.055, -0.087, 0.579], [-0.126, 0.833, -0.390], [-0.062, 0.356, -0.437], [0.318, -0.170, 0.111], [-0.189, -0.475, 0.002], [0.208, 0.052, 0.223], [-0.909, -0.489, -0.305], [0.827, 0.298, -0.530], [-0.173, 0.197, 0.254], [0.765, 0.017, -0.184], [1.183, -1.648, 1.150], [-1.654, 0.510, -0.365], [-0.017, 0.934, -2.760], [-1.236, 0.245, 1.600], [1.303, 0.403, -0.709], [0.787, -0.577, -0.098], [-1.120, 0.754, 2.346], [1.187, -1.274, -1.731], [0.321, 0.785, -0.692], [-0.933, -1.247, 0.438], [-0.221, -0.566, 0.637], [-0.027, 0.925, -0.171], [-0.527, 0.143, -0.790], [0.020, -0.368, 0.547], [0.801, -0.658, -0.104], [0.116, 0.280, 0.209], [-0.165, -0.160, -0.029], [0.189, -0.317, -0.626], [-0.232, -0.146, -0.050], [0.314, 0.091, -0.070], [-0.419, 0.289, 0.247], [0.384, 0.668, 0.514], [0.150, 1.188, 0.152], [-0.368, 0.041, 0.154]], "nbo_charge": [-0.939, -0.250, -0.590, -0.086, -0.416, -0.593, 0.436, 0.345, -0.495, -0.114, -0.564, -0.248, 0.173, 0.192, 0.188, 0.198, 0.203, 0.197, 0.217, 0.215, 0.189, 0.184, 0.186, 0.167, 0.171, 0.201, -0.246, -0.570, -0.113, -0.244, -0.541, 0.470, 0.407, -0.251, -0.087, -0.575, -0.276, 0.167, 0.206, 0.173, 0.197, 0.228, 0.225, 0.240, 0.261, 0.208, 0.189, 0.198, 0.201, 0.189, 0.178], "gap_ev": [2.82, 7.82], "spin_multiplicity": 2, "lumo_energy_ev": [0.31, 0.40]}

Computed energy relative to the best compared isomer or geometry (same formula, charge and spin), in the same sequence as the records: 141.78; 12.01; 85.38; 0.00 kcal/mol.